1.
C6H11N2 | wB97M-V/def2-TZVPD

Kohn-Sham gap ... 6.52 eV
Charge ... +1
Energy ... -344.2253 a.u.
ΔE to the lowest compared entry with this formula, charge and spin ... 7.887 eV

The geometry in XYZ format:
```
19
Properties=species:S:1:pos:R:3:forces:R:3
C 2.79414 0.07352 -0.39541 -0.14 -0.72 0.37
C 1.63842 0.26399 0.59667 0.59 -0.60 -0.16
C 0.38780 0.97453 0.07573 0.11 -0.35 -1.29
C -0.79491 0.04820 -0.22641 3.47 1.32 0.26
C -0.47545 -1.20135 -0.09295 -4.14 0.57 0.15
N -2.72953 -1.19300 0.77160 -0.94 -0.38 1.11
C -2.99906 -0.23125 0.02999 0.15 2.83 -1.94
N -2.02285 0.74898 -0.50348 -0.26 -3.47 1.52
H 3.44467 -0.69058 0.03810 0.00 -0.05 -0.12
H 2.43380 -0.32966 -1.34310 0.19 0.26 -0.19
H 3.45165 0.93767 -0.51035 -0.50 0.17 -0.21
H 2.11186 0.71796 1.47069 -0.68 0.05 0.18
H 1.27092 -0.74617 0.90110 0.31 -0.13 0.20
H 0.63648 1.28134 -0.95346 -0.09 1.36 0.60
H -0.05989 1.66782 0.78364 0.30 0.71 -0.47
H -0.95530 -2.17380 -0.28089 1.90 -0.69 0.19
H -2.03459 -1.05222 1.50905 0.21 -0.50 -0.46
H -3.96309 0.10523 -0.35223 -0.44 -0.84 0.17
H -2.13507 0.79879 -1.51830 -0.06 0.45 0.09
```
Positions in Å, forces in eV/Å.

These are the Löwdin partial charges, in e, on atoms 1 to 5: -0.086 -0.231 -0.106 -0.335 0.340

2.
C24H21N3O7S3Tl | wB97M-V/def2-TZVPD

Kohn-Sham gap ... 7.05 eV
Charge ... -1
Energy ... -2985.2501 a.u.

The geometry in XYZ format:
```
59
Properties=species:S:1:pos:R:3:forces:R:3
Tl 0.47889 -0.02714 0.04149 -0.86 -0.45 0.31
S -3.16602 2.33851 1.44295 -0.08 0.04 0.00
C -1.84288 2.90161 2.35970 0.05 -0.01 0.01
C -0.67351 2.32374 1.97085 0.04 -0.04 0.00
C -0.85488 1.39891 0.90601 0.08 0.36 -0.15
C -2.16147 1.31135 0.50148 -0.01 -0.17 -0.13
C -2.69903 0.47663 -0.58811 0.16 0.04 0.01
C -4.06166 0.33397 -0.84503 0.04 0.02 -0.01
C -4.45713 -0.45392 -1.90880 -0.03 -0.01 0.00
C -3.49940 -1.07608 -2.69696 -0.01 -0.03 -0.04
C -2.16836 -0.88756 -2.37087 -0.05 0.04 0.11
N -1.78357 -0.13903 -1.34377 -0.06 0.07 -0.02
H -1.98378 3.61807 3.15411 0.02 0.00 0.01
H 0.26651 2.54609 2.45149 -0.03 0.03 -0.04
H -4.79198 0.82856 -0.21913 0.00 -0.01 0.01
H -5.51028 -0.58543 -2.12182 0.00 0.00 0.00
H -3.77571 -1.69814 -3.53659 0.00 0.00 0.00
H -1.36981 -1.34702 -2.94259 0.00 -0.01 0.00
C 3.28196 3.90858 -4.30194 -0.01 0.01 0.00
C 3.11933 2.58465 -3.60769 0.00 -0.02 -0.02
C 3.61086 2.39091 -2.32317 0.00 -0.01 0.01
C 3.48888 1.16005 -1.69097 -0.01 0.02 0.01
C 2.85931 0.11484 -2.34692 0.03 -0.03 -0.07
C 2.36186 0.28712 -3.63338 0.00 -0.03 0.04
C 2.49429 1.51553 -4.25211 -0.01 0.02 -0.02
S 2.67402 -1.45268 -1.53349 0.44 0.22 0.12
O 3.26785 -1.27321 -0.21680 0.04 -0.08 -0.09
O 3.23874 -2.50484 -2.33561 -0.30 0.00 -0.16
N 1.06144 -1.51235 -1.46416 0.37 0.16 0.29
C 0.48989 -2.83747 -1.15194 -0.01 0.00 -0.11
C -0.22361 -2.98125 0.21067 -0.04 0.10 -0.02
O -0.65946 -4.08135 0.49761 0.03 -0.05 -0.08
O -0.32785 -1.91360 0.92227 0.04 -0.09 0.09
H 3.26047 4.73260 -3.58943 0.00 0.00 0.00
H 2.49400 4.06915 -5.03729 0.00 0.00 0.01
H 4.23852 3.95117 -4.82746 0.00 0.00 0.00
H 4.09382 3.21050 -1.80454 0.00 0.00 0.00
H 3.88066 1.00384 -0.69467 0.00 -0.01 0.00
H 1.86933 -0.53829 -4.13092 0.00 0.00 0.00
H 2.09755 1.65742 -5.25064 0.01 -0.01 0.00
H 1.25427 -3.61226 -1.21338 -0.01 -0.01 0.04
H -0.25782 -3.07503 -1.91042 0.00 -0.04 0.00
N 1.86226 -0.40865 2.08201 0.23 -0.07 -0.19
C 1.78020 0.54120 3.14195 0.16 0.04 -0.05
C 0.93406 0.36207 4.22041 -0.13 0.06 -0.07
C 0.76916 1.39464 5.13996 -0.04 0.00 0.02
C 1.46012 2.58528 4.99902 0.08 -0.07 -0.02
C 2.35866 2.73269 3.94534 -0.06 0.04 0.01
C 2.51348 1.72039 3.01748 0.05 -0.04 0.04
S 1.21230 3.95314 6.13721 -0.01 0.04 -0.01
O 2.43559 3.99124 6.92216 -0.01 -0.01 -0.02
O 1.04127 5.09372 5.24592 -0.03 -0.01 0.01
O 0.01981 3.58199 6.88291 -0.01 0.01 0.00
H 1.46359 -1.31998 2.28679 -0.05 0.06 0.16
H 2.80922 -0.53603 1.74268 -0.04 -0.09 -0.03
H 0.36074 -0.55388 4.31043 0.01 0.00 0.00
H 0.07618 1.29892 5.96567 0.01 0.00 0.00
H 2.89114 3.66932 3.84068 0.02 -0.01 0.02
H 3.17677 1.84935 2.16699 0.00 -0.01 0.01
```
Positions in Å, forces in eV/Å.

These are the Löwdin partial charges, in e, on atoms 1 to 5: 1.158 1.060 -0.371 -0.179 -0.282

3.
C5H11IS3 | wB97M-V/def2-TZVPD

Kohn-Sham gap ... 9.25 eV
Energy ... -1689.3130 a.u.
ΔE to the lowest compared entry with this formula, charge and spin ... 0.000 eV

The geometry in XYZ format:
```
20
Properties=species:S:1:pos:R:3:forces:R:3
C 1.75134 1.08095 -0.18243 2.43 -0.72 -4.19
C -0.07939 0.74635 -1.75152 -0.70 1.41 0.15
C 0.29216 0.89565 -0.29973 0.05 -1.42 0.48
C -1.43680 -0.85101 0.31812 -0.39 -0.46 -0.96
C -0.06542 -0.27473 0.60541 -0.04 -1.22 1.52
S -1.88350 -2.32723 1.25343 -1.54 -0.19 0.53
S -0.00623 0.14541 2.47642 0.16 -0.03 -1.00
S 1.11151 -1.67551 0.20770 -0.32 -0.75 1.08
I -2.96497 0.65058 0.41881 -0.16 0.02 -0.01
H 2.22154 1.09619 0.73344 0.38 0.94 2.41
H 2.02923 1.92705 -0.86996 0.19 -0.60 1.05
H 2.33535 0.15177 -0.57095 -1.10 1.61 -0.15
H 0.15193 -0.17573 -2.14958 1.15 -2.03 -0.90
H 0.42419 1.54063 -2.25054 0.85 0.36 -0.73
H -1.08216 0.91018 -2.09827 -1.00 0.10 0.77
H -0.15918 1.75884 0.07886 -1.03 1.30 0.79
H -1.40220 -1.26972 -0.70191 -0.15 0.96 0.17
H -3.25841 -2.26588 0.98218 1.46 -0.03 0.22
H 1.29907 0.49821 2.58896 -0.43 -0.20 -0.32
H 0.72193 -2.56199 1.21156 0.19 0.93 -0.89
```
Positions in Å, forces in eV/Å.

These are the Löwdin partial charges, in e, on atoms 1 to 5: -0.148 -0.085 -0.555 -1.225 -1.087

4.
C20H21N3O3 | wB97M-V/def2-TZVPD

Structure (SMILES) ... O=C1C[C@@H](Nc2ccccc2)C(=O)N1c1ccc(N2CCOCC2)cc1
Kohn-Sham gap ... 8.39 eV
Energy ... -1164.7370 a.u.
ΔE to the lowest compared entry with this formula, charge and spin ... 2.559 eV

The geometry in XYZ format:
```
47
Properties=species:S:1:pos:R:3:forces:R:3
O 0.02315 -3.22663 -0.18239 0.06 -0.08 0.05
C -0.82284 -2.37639 -0.24217 -0.33 -0.36 -0.16
C -2.31978 -2.58791 -0.34431 -0.01 0.01 -0.07
C -2.92186 -1.19464 -0.51554 -0.14 0.07 -0.04
N -3.95670 -0.91426 0.44964 0.23 -0.31 0.24
C -4.89910 0.09393 0.28003 -0.33 0.25 0.00
C -5.38233 0.48487 -0.96707 0.16 -0.11 -0.02
C -6.38471 1.43167 -1.06286 -0.05 0.06 0.04
C -6.93063 2.00460 0.07201 -0.13 0.12 -0.04
C -6.46104 1.61774 1.31598 0.00 0.01 -0.01
C -5.45709 0.67699 1.41948 0.08 -0.05 -0.03
C -1.72599 -0.24344 -0.36044 -0.44 0.04 -0.01
O -1.77332 0.95632 -0.31706 -0.01 -0.01 -0.04
N -0.58451 -1.01178 -0.22870 0.46 0.21 0.02
C 0.71554 -0.45254 -0.08955 0.31 0.08 0.10
C 1.58776 -0.93808 0.87243 -0.27 0.09 -0.15
C 2.85389 -0.40387 0.99733 0.20 0.09 0.01
C 3.28690 0.64399 0.17516 -0.41 -0.09 0.04
N 4.52125 1.25004 0.32183 0.23 0.27 0.16
C 5.41517 0.89199 1.40428 0.21 -0.31 -0.01
C 6.35907 -0.24084 0.98165 -0.18 0.11 0.29
O 7.10116 0.13842 -0.15782 0.12 0.04 0.03
C 6.25024 0.48618 -1.22663 -0.21 0.27 -0.20
C 5.29898 1.63027 -0.84214 0.29 -0.26 -0.25
C 2.37814 1.13117 -0.77574 0.08 -0.05 -0.06
C 1.11994 0.58960 -0.91361 -0.02 -0.21 0.05
H -2.54015 -3.26451 -1.16912 0.05 0.00 0.04
H -2.67537 -3.06427 0.57123 0.03 0.01 -0.02
H -3.33733 -1.06086 -1.51729 0.14 -0.04 0.11
H -3.61954 -0.96236 1.40376 -0.04 -0.01 -0.12
H -4.98387 0.05644 -1.87399 0.04 -0.03 -0.07
H -6.74182 1.72395 -2.03968 -0.02 0.02 -0.07
H -7.71073 2.74572 -0.01135 -0.06 0.06 -0.01
H -6.87405 2.05681 2.21243 -0.02 0.03 0.07
H -5.09195 0.38336 2.39447 0.04 -0.03 0.09
H 1.28560 -1.75027 1.51464 -0.02 -0.07 0.03
H 3.50666 -0.82567 1.74438 0.08 -0.02 0.03
H 4.85056 0.62785 2.29645 0.02 0.03 0.02
H 6.01872 1.77883 1.62958 -0.03 -0.09 0.06
H 7.09033 -0.45681 1.76214 -0.09 -0.04 0.01
H 5.77802 -1.14980 0.76218 0.05 0.05 0.04
H 6.90307 0.78316 -2.04892 -0.09 -0.03 -0.02
H 5.65361 -0.38869 -1.53169 0.05 0.07 -0.01
H 4.65474 1.86100 -1.68688 0.03 0.05 0.02
H 5.88589 2.51910 -0.58739 -0.04 -0.02 -0.10
H 2.65002 1.96225 -1.40688 0.03 0.09 -0.03
H 0.44172 0.98726 -1.65178 -0.06 0.06 -0.04
```
Positions in Å, forces in eV/Å.

These are the Löwdin partial charges, in e, on atoms 1 to 5: 0.118 -0.404 -0.008 -0.218 0.058

5.
C14H22BiN6O4P2 | wB97M-V/def2-TZVPD

Kohn-Sham gap ... 6.97 eV
Charge ... +1
Energy ... -2073.2050 a.u.

The geometry in XYZ format:
```
49
Properties=species:S:1:pos:R:3:forces:R:3
Bi -0.92430 -0.25617 -1.02168 -0.02 -0.03 0.26
O -2.05163 5.28674 1.73827 -0.12 0.20 0.00
C -2.93345 5.56234 0.78490 0.20 -0.13 0.12
O -3.68255 6.42918 0.48047 0.10 -0.08 0.10
C -2.29559 4.27147 0.54762 -0.18 -0.12 -0.24
C -1.15841 4.12310 -0.36223 0.00 0.12 0.09
C -0.74944 2.91217 -0.75976 0.02 -0.19 0.03
N -1.35317 1.73355 -0.35786 -0.14 0.19 -0.01
C -2.43473 1.83854 0.50915 0.12 -0.22 -0.10
C -2.90730 3.00564 0.95767 -0.06 0.24 0.14
C -3.06307 0.53538 0.94773 0.12 -0.07 -0.01
O -3.89995 0.47930 1.80452 0.00 -0.01 -0.03
O -2.56406 -0.54655 0.33786 -0.04 0.17 -0.10
H -0.64441 5.01080 -0.70537 -0.04 -0.04 -0.06
H 0.08440 2.80347 -1.44194 -0.01 0.01 -0.02
H -3.74145 3.00327 1.64825 0.00 -0.02 -0.10
C 2.98075 1.86590 -1.89791 -0.20 0.08 0.11
P 1.96419 0.52653 -1.19447 0.30 -0.23 -0.16
C 2.57384 -0.93220 -2.11767 -0.04 0.09 0.06
C 2.73926 0.25926 0.45425 -0.11 -0.01 0.00
C 2.12330 -0.92658 1.21324 -0.06 0.02 -0.21
P 0.30605 -0.78133 1.30249 0.12 0.19 0.30
C -0.36388 -2.13305 2.29136 -0.04 -0.03 -0.08
C 0.04747 0.68173 2.34958 -0.01 -0.02 -0.13
H 4.03030 1.57222 -1.87944 0.03 0.02 -0.02
H 2.85258 2.78470 -1.32426 0.00 -0.02 -0.02
H 2.67680 2.05550 -2.92698 0.02 0.00 0.00
H 3.65486 -1.02320 -1.99561 -0.01 -0.03 -0.03
H 2.34873 -0.81235 -3.17872 -0.01 -0.02 0.03
H 2.09078 -1.84235 -1.75850 0.02 0.01 -0.02
H 2.63440 1.18055 1.03122 0.01 0.01 -0.01
H 3.80625 0.09574 0.29311 0.05 -0.01 0.08
H 2.49491 -0.96358 2.23865 0.06 -0.04 0.02
H 2.36930 -1.87256 0.72714 -0.04 0.01 0.02
H 0.04800 -2.06823 3.29942 -0.01 -0.01 0.00
H -0.13899 -3.10453 1.85888 0.01 0.06 -0.01
H -1.44573 -1.99582 2.32939 0.00 -0.03 0.03
H 0.66208 0.57062 3.24465 0.00 0.02 0.01
H -0.99782 0.75391 2.64921 0.00 -0.01 -0.01
H 0.32056 1.59916 1.82775 -0.02 -0.01 0.01
N -1.95960 -4.88731 -2.61752 -0.30 0.20 0.35
N -0.91791 -4.56636 -1.78510 0.04 0.08 -0.09
N -0.32313 -5.46120 -1.04452 0.06 0.14 0.04
C 0.52514 -4.70050 -0.35435 0.09 -0.02 -0.05
N 0.43715 -3.41017 -0.68984 -0.15 -0.08 -0.02
N -0.51582 -3.33793 -1.61133 0.05 -0.28 0.07
H -1.97999 -5.88521 -2.76049 0.10 -0.10 -0.11
H -1.93429 -4.33256 -3.45814 0.14 -0.04 -0.17
H 1.20951 -5.10102 0.37689 -0.05 0.03 -0.06
```
Positions in Å, forces in eV/Å.

These are the Löwdin partial charges, in e, on atoms 1 to 5: 1.556 0.135 -0.470 0.165 -0.220

6.
C5H21N2O3 | wB97M-V/def2-TZVPD

Kohn-Sham gap ... 10.09 eV
Charge ... +1
Energy ... -538.0904 a.u.
ΔE to the lowest compared entry with this formula, charge and spin ... 1.627 eV

The geometry in XYZ format:
```
31
Properties=species:S:1:pos:R:3:forces:R:3
N 1.13871 -0.30091 -0.33324 -1.28 -1.55 2.19
C -0.26004 0.25127 -0.54800 0.78 -0.79 -2.87
C -1.33789 -0.52422 0.20413 0.24 -0.03 1.21
C -1.03608 -0.38992 1.71446 -0.46 0.26 0.07
C -2.71189 -0.13359 -0.28132 -0.62 0.98 -0.45
C -0.05697 1.82860 -0.37802 1.66 -1.29 0.18
N 1.40232 2.14152 -0.36589 -1.20 -0.58 0.23
H 1.79448 0.23451 -0.88897 0.27 0.68 0.31
H 1.32662 -1.29211 -0.45355 -0.83 -0.31 -0.70
H 1.20500 -0.21856 0.70143 1.32 0.67 -0.76
H -0.40125 -0.00065 -1.60646 -0.27 0.46 0.07
H -1.33466 -1.61421 0.04302 0.86 0.48 -0.38
H -1.75751 -0.87340 2.37555 -0.05 -0.16 -0.28
H -0.96137 0.63587 2.08610 -0.08 0.06 -0.22
H -0.07581 -0.86319 1.89959 0.10 -0.24 0.29
H -2.92099 -0.41779 -1.31863 0.43 -0.33 0.07
H -2.88043 0.94637 -0.31160 -0.05 0.06 0.47
H -3.48924 -0.60656 0.30759 -0.09 0.06 0.26
H -0.43270 2.01684 0.62213 -0.57 0.82 -0.29
H -0.47435 2.36477 -1.21933 -0.79 0.05 0.34
H 1.77103 2.77015 -1.05070 -0.24 0.51 0.10
H 1.68852 2.25262 0.59326 0.52 0.51 -0.36
H 2.10156 0.71162 2.86337 0.28 0.08 -0.01
H 3.23981 0.82921 1.80558 -0.04 0.01 0.23
O 2.28457 0.88423 1.93120 -0.11 -0.21 0.43
H 2.16719 -0.18723 -3.66190 -1.01 0.81 0.11
H 0.90025 0.83627 -3.51383 0.69 -0.45 -0.40
O 1.48019 0.19587 -3.07400 0.45 -0.38 0.15
H -1.15259 -3.87528 1.34972 -0.31 -0.51 -0.15
H -0.66230 -4.03984 -0.16594 -0.31 -0.09 0.85
O -0.55418 -3.56227 0.67423 0.72 0.42 -0.70
```
Positions in Å, forces in eV/Å.

These are the Löwdin partial charges, in e, on atoms 1 to 5: 0.157 -0.247 -0.386 -0.051 -0.057